*a*
The following is a DFT calculation (ωB97M-V/def2-TZVPD) of the molecule C3H6N3P.

Last column: natural (NBO) charge in e.
Atoms and positions in Å:
H  -1.93  2.40  0.62  0.22
C  -1.28  1.92  -0.13  -0.42
C  1.88  -1.54  -0.18  -0.64
H  -0.50  2.57  -0.25  0.23
H  1.89  -2.57  -0.69  0.24
N  -0.24  -1.97  0.71  -0.39
H  2.55  -1.45  0.64  0.23
H  -1.90  2.08  -1.07  0.22
C  0.51  -1.13  0.27  0.23
N  0.20  0.16  -0.04  -0.33
P  -2.21  -0.26  1.00  0.56
N  -1.02  0.59  0.18  -0.40
H  2.05  -0.80  -1.06  0.24

For the HOMO-LUMO gap (spin up / spin down), the calculation gives 7.376 / 7.400 eV. For the LUMO energy (spin up / spin down), the calculation gives -0.98 / -0.93 eV. The value obtained for the HOMO energy (spin up / spin down) is -8.35 / -8.33 eV.

*b*
The following is a DFT calculation (ωB97M-V/def2-TZVPD) of a cluster of 2 separate species, C3H6N3P in total.

Last column: natural (NBO) charge in e.
Atoms and positions in Å:
H  4.25  0.44  -1.84  0.22
H  0.13  -2.13  -2.25  -0.03
C  1.72  -1.33  -0.74  -0.30
N  3.47  -0.34  -0.05  -0.17
C  2.41  -0.87  -1.86  -0.28
H  -0.84  0.91  1.74  0.35
C  3.51  -0.16  -1.39  -0.08
H  1.99  -0.62  -2.84  0.23
H  0.67  0.47  2.14  0.38
P  0.29  -2.35  -0.72  0.66
N  2.44  -0.99  0.37  -0.25
N  -0.32  0.61  2.54  -1.08
H  -0.73  -0.14  2.94  0.35

For the HOMO-LUMO gap (spin up / spin down), the calculation gives 7.027 / 7.026 eV. For the LUMO energy (spin up / spin down), the calculation gives -2.56 / -2.56 eV. The value obtained for the HOMO energy (spin up / spin down) is -9.59 / -9.59 eV.

Stability order, top to bottom: *b*, *a*

*a*
The following is a DFT calculation (ωB97M-V/def2-TZVPD) of a cluster of 2 separate species, C8H12S in total.

Last column: natural (NBO) charge in e.
Atoms and positions in Å:
C  -0.28  0.93  2.25  -0.16
C  0.92  1.94  2.23  -0.66
H  1.73  1.60  1.49  0.22
C  -1.22  -0.98  -1.76  -0.45
H  -2.09  -0.87  -2.45  0.22
C  -0.50  0.19  -1.06  -0.09
H  0.89  -2.21  -0.63  0.21
H  -2.45  1.31  -0.46  0.14
S  -1.08  1.68  -0.52  0.16
H  -1.13  1.33  2.64  0.19
H  -1.49  -1.57  -0.95  0.21
C  0.13  -1.23  -2.44  -0.24
C  0.79  -0.16  -1.46  -0.23
H  0.13  -1.52  -3.48  0.23
H  1.38  2.14  3.23  0.21
H  0.41  2.89  1.91  0.21
H  2.19  -1.99  -1.89  0.23
H  -0.67  -1.12  1.61  0.19
H  1.06  -0.42  1.54  0.19
C  1.22  -1.68  -1.56  -0.37
C  0.07  -0.27  1.75  -0.42

For the HOMO-LUMO gap (spin up / spin down), the calculation gives 7.564 / 7.562 eV. For the LUMO energy (spin up / spin down), the calculation gives 0.27 / 0.27 eV. The value obtained for the HOMO energy (spin up / spin down) is -7.29 / -7.29 eV.

*b*
The following is a DFT calculation (ωB97M-V/def2-TZVPD) of the molecule C8H12S.

Last column: natural (NBO) charge in e.
Atoms and positions in Å:
H  -0.70  -0.74  -2.92  0.22
C  -0.02  0.14  -0.38  -0.26
C  0.49  -1.03  -1.17  -0.02
C  0.98  1.25  1.78  -0.60
H  0.04  1.19  -0.85  0.22
C  0.45  0.06  1.03  -0.15
C  1.32  -1.78  -0.47  -0.33
H  0.78  1.14  2.76  0.21
C  -0.97  -0.10  0.73  -0.22
H  1.06  -0.20  -2.96  0.22
H  -1.48  1.91  0.76  0.20
H  -2.51  0.92  1.95  0.21
H  -2.68  0.75  0.18  0.21
H  1.82  -2.68  -0.84  0.22
H  -1.33  -1.19  0.95  0.23
H  2.07  1.50  1.73  0.22
H  0.53  -1.84  -3.09  0.21
H  0.43  2.10  1.22  0.20
S  1.37  -1.49  1.30  0.23
C  -1.99  0.94  0.93  -0.60
C  0.34  -0.87  -2.62  -0.64

For the HOMO-LUMO gap, the calculation gives 8.735 eV. For the LUMO energy, the calculation gives 0.96 eV. The value obtained for the HOMO energy is -7.78 eV.

Stability order, top to bottom: *b*, *a*

*a*
The following is a DFT calculation (ωB97M-V/def2-TZVPD) of a structure of composition IMn.

Last column: natural (NBO) charge in e.
Atoms and positions in Å:
Mn  -0.22  0.86  0.52  1.22
I  0.22  -0.86  -0.52  -0.22

For the HOMO-LUMO gap (spin up / spin down), the calculation gives 8.775 / 8.972 eV. As for the expectation value of S²: 8.7620. Its net charge is +1. The multiplicity is 6. For the LUMO energy (spin up / spin down), the calculation gives -6.54 / -7.14 eV. The value obtained for the HOMO energy (spin up / spin down) is -15.31 / -16.11 eV.

*b*
The following is a DFT calculation (ωB97M-V/def2-TZVPD) of a structure of composition IMn.

Last column: natural (NBO) charge in e.
Atoms and positions in Å:
I  -1.01  -0.85  -0.36  -0.39
Mn  1.01  0.85  0.36  1.39

For the HOMO-LUMO gap (spin up / spin down), the calculation gives 6.398 / 6.473 eV. As for the expectation value of S²: 8.7683. Its net charge is +1. The multiplicity is 6. For the LUMO energy (spin up / spin down), the calculation gives -7.81 / -7.76 eV. The value obtained for the HOMO energy (spin up / spin down) is -14.21 / -14.24 eV.

Stability order, top to bottom: *b*, *a*